Record 1
Here is a single C19H31N5O3 molecule from the Open Molecules 2025 dataset. Energies are from ωB97M-V/def2-TZVPD.

Calculated values
Total energy ... -1242.10402 a.u.
Energy relative to the best compared isomer or geometry (same formula, charge and spin) ... 180.0 kJ/mol
Net charge ... 0
SMILES ... C[C@@H]1CCOC[C@H]1C(=O)N(C)CCCCC(=O)N1CCc2c(nnn2C)C1

Cartesian coordinates (Å):
C1 0.09 -3.11 -1.10
C2 0.54 -3.19 0.35
C3 -0.64 -3.04 1.30
C4 -0.19 -2.98 2.75
O1 0.74 -1.93 2.96
C5 1.90 -2.12 2.17
C6 1.57 -2.10 0.68
C7 2.86 -2.29 -0.12
O2 3.28 -3.41 -0.35
N1 3.52 -1.16 -0.51
C8 4.71 -1.27 -1.33
C9 3.02 0.18 -0.25
C10 1.94 0.62 -1.25
C11 1.04 1.79 -0.81
C12 0.98 2.07 0.71
C13 -0.20 2.98 0.98
O3 -0.08 4.19 0.92
N2 -1.40 2.39 1.28
C14 -2.58 3.26 1.27
C15 -3.15 3.41 -0.15
C16 -3.15 2.05 -0.76
C17 -2.52 0.95 -0.25
N3 -2.71 -0.10 -1.08
N4 -3.42 0.31 -2.09
N5 -3.68 1.61 -1.91
C18 -4.48 2.33 -2.88
C19 -1.72 0.99 1.01
H1 -0.40 -2.15 -1.30
H2 0.94 -3.22 -1.78
H3 -0.63 -3.90 -1.33
H4 1.03 -4.15 0.52
H5 -1.20 -2.13 1.05
H6 -1.33 -3.88 1.17
H7 -1.03 -2.78 3.42
H8 0.27 -3.93 3.05
H9 2.59 -1.32 2.44
H10 2.37 -3.08 2.42
H11 1.11 -1.14 0.46
H12 4.89 -2.33 -1.53
H13 4.58 -0.74 -2.27
H14 5.57 -0.85 -0.81
H15 2.64 0.22 0.77
H16 3.87 0.86 -0.27
H17 2.41 0.86 -2.20
H18 1.31 -0.25 -1.43
H19 1.36 2.72 -1.28
H20 0.03 1.59 -1.18
H21 0.90 1.15 1.29
H22 1.87 2.60 1.03
H23 -3.33 2.80 1.93
H24 -2.30 4.23 1.68
H25 -4.15 3.84 -0.10
H26 -2.52 4.09 -0.72
H27 -4.09 3.34 -3.00
H28 -4.42 1.80 -3.83
H29 -5.52 2.38 -2.56
H30 -0.82 0.39 0.92
H31 -2.28 0.59 1.86

---

Record 2
Here is a molecular structure, C31H20I2N4OS4V from the Open Molecules 2025 dataset. Energies are from ωB97M-V/def2-TZVPD.

Calculated values
Spin multiplicity ... 4
Total energy ... -4619.87917 a.u.
Energy relative to the best compared isomer or geometry (same formula, charge and spin) ... 0.0 kJ/mol
Net charge ... -2
<S²> ... 3.7725

Cartesian coordinates (Å):
V1 0.51 2.00 -0.50
I1 -3.66 -0.53 1.60
C1 -3.47 1.37 0.81
C2 -4.59 2.22 0.81
C3 -4.51 3.49 0.31
I2 -6.22 4.70 0.38
C4 -3.29 3.98 -0.23
C5 -3.10 5.28 -0.77
C6 -1.87 5.64 -1.25
C7 -0.81 4.72 -1.21
N1 -0.96 3.51 -0.73
C8 -2.17 3.13 -0.24
C9 -2.22 1.77 0.32
O1 -1.17 1.06 0.35
H1 -5.52 1.86 1.22
H2 -3.93 5.97 -0.79
H3 -1.70 6.62 -1.67
H4 0.18 4.95 -1.60
S1 1.30 2.63 -5.19
C10 1.02 2.32 -3.55
S2 1.97 3.01 -2.27
S3 -0.29 1.33 -2.95
C11 4.11 -0.47 -0.71
C12 4.76 -0.21 0.49
C13 4.14 0.61 1.41
C14 2.88 1.15 1.14
N2 2.25 0.88 -0.02
C15 2.87 0.10 -0.92
C16 2.16 2.10 2.03
C17 2.57 2.30 3.35
C18 1.87 3.16 4.17
C19 0.75 3.82 3.65
C20 0.37 3.61 2.33
C21 1.04 2.74 1.45
H5 4.55 -1.09 -1.48
H6 5.74 -0.63 0.69
H7 4.63 0.86 2.35
H8 2.32 -0.05 -1.84
H9 3.43 1.77 3.75
H10 2.17 3.31 5.20
H11 0.18 4.49 4.28
H12 -0.51 4.15 1.98
S4 -2.31 -5.20 -0.69
C22 -1.38 -3.69 -0.79
C23 -1.03 -3.15 -2.02
C24 -0.26 -1.99 -2.04
N3 0.16 -1.39 -0.94
C25 -0.21 -1.88 0.24
C26 -0.98 -3.03 0.37
C27 -0.98 -6.39 -0.69
C28 -0.49 -6.91 0.50
C29 0.53 -7.84 0.45
N4 1.09 -8.27 -0.68
C30 0.62 -7.76 -1.81
C31 -0.41 -6.83 -1.87
H13 -1.36 -3.61 -2.94
H14 0.02 -1.51 -2.98
H15 0.10 -1.32 1.11
H16 -1.27 -3.40 1.34
H17 -0.90 -6.59 1.45
H18 0.93 -8.26 1.38
H19 1.08 -8.11 -2.73
H20 -0.75 -6.45 -2.82

---

Record 3
Here is a molecular structure, C29H36CrN6OSe in a non-equilibrium geometry from the Open Molecules 2025 dataset. Energies are from ωB97M-V/def2-TZVPD.

Calculated values
Spin multiplicity ... 5
Total energy ... -4976.45541 a.u.
Energy relative to the best compared isomer or geometry (same formula, charge and spin) ... 22.8 kJ/mol
Net charge ... 0
<S²> ... 6.0186

Cartesian coordinates (Å):
Cr1 -0.52 -1.18 -0.74
N1 1.46 -1.03 -1.57
C1 2.20 -2.18 -1.10
C2 3.57 -2.25 -1.08
C3 4.21 -3.41 -0.62
C4 3.48 -4.49 -0.20
C5 2.07 -4.44 -0.18
C6 1.25 -5.50 0.26
C7 -0.11 -5.33 0.26
C8 -0.66 -4.11 -0.14
N2 0.07 -3.08 -0.55
C9 1.43 -3.26 -0.62
H1 1.43 -1.05 -2.59
H2 1.94 -0.18 -1.31
H3 4.16 -1.41 -1.43
H4 5.29 -3.45 -0.61
H5 3.97 -5.39 0.14
H6 1.70 -6.43 0.60
H7 -0.77 -6.13 0.57
H8 -1.73 -3.96 -0.15
C10 -0.22 4.92 -2.78
C11 -0.61 3.48 -2.58
C12 -1.37 2.82 -3.55
C13 -1.78 1.51 -3.33
C14 -2.73 0.83 -4.28
C15 -1.38 0.86 -2.18
C16 -0.58 1.48 -1.18
C17 -0.22 2.82 -1.42
N3 -0.22 0.67 -0.14
C18 0.52 1.12 1.04
C19 -0.19 2.25 1.79
C20 0.57 2.62 3.07
C21 0.61 1.41 4.00
C22 1.33 0.26 3.28
C23 2.76 0.69 2.94
C24 2.71 1.91 2.02
C25 1.99 3.06 2.72
C26 1.98 1.54 0.73
C27 0.58 -0.09 1.99
H9 -0.55 5.29 -3.74
H10 0.86 5.04 -2.71
H11 -0.67 5.54 -2.00
H12 -1.67 3.34 -4.45
H13 -2.80 1.37 -5.22
H14 -3.72 0.79 -3.81
H15 -2.41 -0.20 -4.48
H16 -1.83 -0.11 -1.96
H17 0.35 3.39 -0.71
H18 -1.20 1.92 2.04
H19 -0.30 3.14 1.17
H20 0.05 3.44 3.57
H21 -0.40 1.10 4.25
H22 1.14 1.66 4.93
H23 1.36 -0.62 3.93
H24 3.30 -0.13 2.46
H25 3.30 0.95 3.86
H26 3.74 2.22 1.77
H27 1.96 3.94 2.07
H28 2.53 3.34 3.63
H29 2.51 0.70 0.26
H30 1.99 2.38 0.03
H31 -0.44 -0.40 2.22
H32 1.09 -0.93 1.49
N4 -4.25 -2.23 1.05
C28 -3.65 -1.97 -0.14
N5 -4.37 -2.23 -1.26
O1 -2.44 -1.70 -0.19
H33 -5.25 -2.26 1.10
H34 -3.78 -1.85 1.85
H35 -5.37 -2.16 -1.18
H36 -4.01 -1.78 -2.09
Se1 -4.07 1.04 1.93
C29 -4.46 1.05 0.20
N6 -4.73 1.00 -0.94

---

Record 4
Here is 2 unconnected molecules or ions with the total composition C4H11S in a non-equilibrium geometry from the Open Molecules 2025 dataset. Energies are from ωB97M-V/def2-TZVPD.

Calculated values
Total energy ... -557.19846 a.u.
Energy relative to the best compared isomer or geometry (same formula, charge and spin) ... 63.8 kJ/mol
Net charge ... -1

Cartesian coordinates (Å):
S1 1.91 0.39 0.11
H1 2.72 0.47 1.18
C1 -0.73 0.34 -1.42
C2 -1.32 -0.26 -0.17
C3 -0.68 -1.60 0.20
C4 -1.27 0.69 1.02
H2 -0.61 1.41 -1.27
H3 0.28 -0.16 -1.62
H4 -1.37 0.31 -2.30
H5 -2.41 -0.42 -0.44
H6 -1.23 -2.13 1.01
H7 0.34 -1.38 0.59
H8 -0.62 -2.20 -0.67
H9 -1.92 1.59 0.82
H10 -1.53 0.20 1.99
H11 -0.22 1.03 1.08

---

Record 5
Here is a molecular structure, C30H53BrFeN4P2 in a non-equilibrium geometry from the Open Molecules 2025 dataset. Energies are from ωB97M-V/def2-TZVPD.

Calculated values
Spin multiplicity ... 5
Total energy ... -5913.79133 a.u.
Net charge ... +2
<S²> ... 6.0152

Cartesian coordinates (Å):
N1 -4.85 -1.65 3.77
C1 -3.82 -0.92 4.22
C2 -3.33 0.17 3.50
C3 -3.89 0.51 2.25
C4 -4.94 -0.31 1.78
C5 -5.40 -1.37 2.59
C6 -3.29 1.49 1.37
Fe1 0.89 0.78 -0.67
P1 2.83 0.61 -1.78
C7 -3.33 1.39 0.00
C8 -2.25 1.94 -0.82
C9 -1.97 1.46 -2.14
C10 -0.79 1.80 -2.82
C11 0.10 2.70 -2.21
C12 -0.26 3.38 -1.02
C13 -1.40 2.97 -0.31
Br1 1.41 3.55 -3.42
H1 -2.70 2.30 1.81
H2 -4.17 0.90 -0.51
H3 -2.51 0.73 3.93
H4 -5.43 -0.13 0.82
H5 -3.41 -1.23 5.19
H6 -6.25 -1.98 2.25
H7 -2.70 0.82 -2.64
H8 -1.65 3.50 0.62
H9 -0.54 1.46 -3.81
H10 0.35 4.22 -0.67
P2 -0.17 -1.63 -1.11
C14 3.37 2.31 -1.27
C15 4.48 2.85 -2.15
H11 3.63 2.21 -0.20
H12 2.47 2.95 -1.31
H13 4.63 3.89 -1.89
H14 5.41 2.32 -1.97
H15 4.24 2.81 -3.22
C16 2.64 0.16 -3.56
C17 3.91 0.07 -4.39
H16 1.93 0.87 -4.00
H17 2.18 -0.84 -3.56
H18 3.63 -0.01 -5.45
H19 4.55 0.95 -4.30
H20 4.49 -0.84 -4.16
C18 4.09 -0.46 -1.03
C19 5.51 -0.19 -1.51
H21 3.82 -1.50 -1.24
H22 4.01 -0.30 0.06
H23 6.19 -0.93 -1.07
H24 5.59 -0.28 -2.60
H25 5.91 0.78 -1.20
C20 0.61 -3.24 -0.59
C21 2.05 -3.46 -0.99
H26 -0.05 -3.99 -1.04
H27 0.50 -3.31 0.49
H28 2.48 -4.29 -0.42
H29 2.16 -3.70 -2.05
H30 2.65 -2.59 -0.76
C22 -0.34 -1.94 -2.93
C23 -1.68 -1.57 -3.55
H31 -0.11 -3.01 -3.07
H32 0.45 -1.36 -3.43
H33 -1.71 -1.89 -4.60
H34 -2.54 -2.03 -3.05
H35 -1.81 -0.49 -3.55
C24 -1.86 -1.89 -0.42
C25 -2.04 -2.55 0.95
H36 -2.37 -2.50 -1.17
H37 -2.34 -0.90 -0.43
H38 -3.07 -2.87 1.09
H39 -1.42 -3.44 1.06
H40 -1.84 -1.88 1.78
C26 0.81 3.64 3.23
N2 0.99 2.21 3.45
C27 1.86 1.90 4.57
C28 0.89 1.33 2.41
N3 0.84 1.74 1.14
N4 0.85 0.02 2.74
C29 0.47 -0.42 4.06
C30 0.67 -0.94 1.69
H41 0.98 4.17 4.18
H42 -0.21 3.86 2.87
H43 1.55 4.05 2.51
H44 1.26 1.72 5.48
H45 2.48 1.02 4.35
H46 2.55 2.74 4.76
H47 0.80 2.76 1.07
H48 0.16 -1.46 3.99
H49 1.36 -0.38 4.70
H50 -0.36 0.14 4.51
H51 -0.40 -1.10 1.56
H52 1.15 -0.62 0.71
H53 1.11 -1.89 2.00

---

Record 6
Here is a gas-phase ion, C4H10N2O (charge +1) in a non-equilibrium geometry from the Open Molecules 2025 dataset. Energies are from ωB97M-V/def2-TZVPD.

Calculated values
Spin multiplicity ... 2
Total energy ... -342.85313 a.u.
Energy relative to the best compared isomer or geometry (same formula, charge and spin) ... 40.5 kJ/mol
Net charge ... +1
<S²> ... 0.7551

Cartesian coordinates (Å):
C1 -0.89 -1.24 0.36
C2 -0.89 0.26 0.91
C3 0.53 0.73 1.07
C4 1.24 0.53 -0.27
N1 1.29 1.65 -1.07
O1 1.68 -0.56 -0.56
N2 -0.85 -1.38 -1.04
H1 0.09 -1.60 0.74
H2 -1.77 -1.76 0.74
H3 -1.46 0.29 1.83
H4 -1.40 0.88 0.16
H5 1.06 0.11 1.79
H6 0.61 1.79 1.29
H7 1.83 1.54 -1.91
H8 0.37 2.06 -1.16
H9 0.09 -1.29 -1.43
H10 -1.54 -2.00 -1.45

---

Question: Among the records above, which one has the lowest net charge?
Answer: C31H20I2N4OS4V

---

Question: What is the total energy in the sixth record?
Answer: -342.85313 a.u.